(1)
Molecular formula: C3H6OPr
Method: DFT, ωB97M-V/def2-TZVPD

The energy comes out at -709.28234 Eh. Its energy relative to the best compared isomer or geometry (same formula, charge and spin) is 0.0 kcal per mole. The calculation puts the largest force on an atom at 4.07 eV/A. Its expectation value of S² is 4.0635. The charge is +2. Its highest occupied orbital energy (alpha / beta) is -16.48 / -18.27 eV. As for the spin multiplicity: 4.

Last column: Löwdin charge in e.
Element x y z (Å)
C1 0.9799 1.0597 -0.6937  -0.20
C2 1.5128 -0.3466 -0.4714  -0.24
O1 0.3706 -0.8730 0.3508  -0.38
C3 0.6266 -0.8697 1.7124  0.09
Pr1 -1.2770 0.3122 -1.0273  1.91
H1 1.1574 1.3765 0.5787  0.21
H2 2.3748 -0.1969 0.2001  0.14
H3 2.0005 -1.1584 -1.0289  0.16
H4 -0.2396 -1.1193 2.3258  0.10
H5 1.6008 -1.2780 1.9907  0.12
H6 1.4610 1.5550 -1.5449  0.09

=====

(2)
Molecular formula: C3H2N2O2S
Method: DFT, ωB97M-V/def2-TZVPD

The energy comes out at -773.55058 Eh. Its energy relative to the best compared isomer or geometry (same formula, charge and spin) is 123.4 kcal per mole. The calculation puts the largest force on an atom at 4.88 eV/A. Its highest occupied orbital energy is -9.82 eV. Its SMILES is N#CC(=S)O/C=N/O. As for the spin multiplicity: 1.

Last column: Löwdin charge in e.
Element x y z (Å)
C1 0.6607 -0.6995 0.6742  -0.16
C2 -1.6411 -0.1184 0.0674  -0.77
C3 -1.4575 1.2613 0.1291  -0.25
H1 2.5770 0.2528 -1.5287  0.17
H2 1.3301 -0.8791 1.6151  0.19
N1 1.0469 -0.3385 -0.5233  0.01
N2 -1.1568 2.3934 0.0220  0.21
O1 2.4162 -0.2236 -0.6079  -0.09
O2 -0.6678 -0.8854 0.6387  -0.07
S1 -3.1078 -0.7631 -0.4865  0.77

=====

(3)
Molecular formula: C3H5NO3
Method: DFT, ωB97M-V/def2-TZVPD

The energy comes out at -397.81243 Eh. Its energy relative to the best compared isomer or geometry (same formula, charge and spin) is 15.2 kcal per mole. The calculation puts the largest force on an atom at 0.53 eV/A. Its highest occupied orbital energy is -10.09 eV. Its SMILES is NC(=O)COC=O. As for the spin multiplicity: 1.

Last column: Löwdin charge in e.
Element x y z (Å)
N1 -1.4567 -0.8935 0.0985  0.17
C1 -0.6363 -0.2991 1.0048  -0.51
O1 -0.5225 -0.6556 2.1620  0.06
C2 0.1310 0.9171 0.4709  -0.07
O2 1.3872 0.5309 -0.1165  0.00
C3 1.3474 0.0777 -1.3670  -0.33
O3 0.3530 -0.0841 -2.0328  0.06
H1 -1.3241 -0.7073 -0.8866  0.08
H2 -1.8883 -1.7630 0.3756  0.12
H3 -0.4539 1.4795 -0.2627  0.13
H4 0.3954 1.5448 1.3199  0.13
H5 2.3688 -0.1262 -1.7148  0.15

=====

(4)
Molecular formula: C3H7NO2P
Method: DFT, ωB97M-V/def2-TZVPD

The energy comes out at -664.71485 Eh. Its energy relative to the best compared isomer or geometry (same formula, charge and spin) is 71.5 kcal per mole. The calculation puts the largest force on an atom at 3.73 eV/A. The charge is +1. Its highest occupied orbital energy (alpha / beta) is -13.86 / -13.91 eV. As for the spin multiplicity: 1.

Last column: Löwdin charge in e.
Element x y z (Å)
C1 -1.2085 1.1599 -0.5698  -0.32
C2 -1.3553 -1.0340 0.3005  -0.22
C3 2.3703 -0.1611 0.3103  -0.19
N1 -1.9467 0.1505 -0.1150  0.20
O1 0.1779 1.1633 -0.5629  -0.27
O2 0.0167 -1.2731 0.1792  -0.29
P1 0.8930 -0.3492 -0.8495  0.99
H1 -1.5413 1.1910 -1.6516  0.23
H2 -1.5837 2.1823 -0.1145  0.23
H3 -1.5318 -0.6352 1.3532  0.24
H4 -1.9182 -1.9586 0.0942  0.19
H5 3.2961 0.2385 -0.2337  0.08
H6 2.3574 -1.2006 0.7326  0.06
H7 1.9741 0.5263 1.1271  0.07

=====

(5)
Molecular formula: C4H3ClF2O2
Method: DFT, ωB97M-V/def2-TZVPD

The energy comes out at -964.40964 Eh. Its energy relative to the best compared isomer or geometry (same formula, charge and spin) is 112.8 kcal per mole. The calculation puts the largest force on an atom at 3.47 eV/A. Its highest occupied orbital energy is -9.43 eV. As for the spin multiplicity: 1.

Last column: Löwdin charge in e.
Element x y z (Å)
C1 -0.0854 -1.0585 0.4363  0.06
C2 3.1826 -0.3657 -0.5677  -0.48
C3 1.1417 0.6473 -0.4859  -0.21
C4 -1.0915 -2.0499 0.1686  -0.35
O1 0.1095 -0.2932 -0.5803  0.00
O2 2.1813 0.0575 0.1860  -0.19
F1 -1.1457 -2.5402 -1.1360  0.02
F2 -0.9904 -3.1708 1.0028  0.03
Cl1 4.2775 -1.2209 0.4086  0.66
H1 1.4861 0.8418 -1.5399  0.16
H2 0.8897 1.4505 0.1267  0.13
H3 -2.1090 -1.4957 0.2369  0.19

=====

(6)
Molecular formula: C27H34F4FeN5Se2
Method: DFT, ωB97M-V/def2-TZVPD

The energy comes out at -7788.76473 Eh. Its energy relative to the best compared isomer or geometry (same formula, charge and spin) is 28.2 kcal per mole. The calculation puts the largest force on an atom at 3.45 eV/A. Its expectation value of S² is 6.0126. The charge is +1. Its highest occupied orbital energy (alpha / beta) is -10.31 / -10.46 eV. As for the spin multiplicity: 5.

Last column: Löwdin charge in e.
Element x y z (Å)
Fe1 0.5200 -0.4554 0.7609  0.63
C1 3.9023 -1.6602 0.9585  -0.05
C2 3.1105 -1.6112 2.3120  -0.20
N1 2.0616 -0.5715 2.4157  -0.22
C3 2.4898 0.8328 2.5989  -0.24
C4 3.2767 1.4878 1.4663  -0.08
C5 1.1443 -0.8758 3.5915  -0.15
C6 -0.0960 -1.6649 3.1842  -0.21
N2 -0.7111 -0.8018 2.1748  -0.15
C7 -1.9193 -0.2115 2.5101  -0.21
C8 -2.1486 1.0481 2.0746  -0.18
F1 -1.1355 1.7921 1.5066  0.03
C9 -3.4072 1.6401 2.0806  -0.20
F2 -3.5091 2.8595 1.5472  0.10
C10 -4.5434 0.8930 2.4712  0.10
C11 -4.3092 -0.3780 3.0023  -0.22
F3 -5.3574 -1.0570 3.4657  0.11
C12 -3.0420 -0.8957 2.9874  -0.17
F4 -2.8692 -2.1601 3.3586  0.10
H1 3.2591 -1.8464 0.0918  0.02
H2 4.5506 -2.5375 1.0685  0.09
H3 4.5569 -0.7943 0.8145  0.07
H4 3.8288 -1.5544 3.0964  0.12
H5 2.5986 -2.5388 2.4515  0.07
H6 3.0297 0.9803 3.5612  0.14
H7 1.5417 1.4063 2.7385  0.11
H8 4.3345 1.3058 1.4852  0.06
H9 3.3019 2.5755 1.7416  0.10
H10 2.8593 1.4960 0.4881  0.03
H11 0.7610 0.1282 3.8910  0.13
H12 1.6746 -1.3558 4.4113  0.13
H13 -0.6607 -1.9168 4.0357  0.11
H14 0.2653 -2.5935 2.7149  0.07
H15 -5.4906 1.4102 2.5896  0.14
C13 1.2123 -4.4102 1.1359  -0.31
Se1 0.4589 -3.0231 -0.0650  0.99
C14 -1.3801 -3.3284 0.4292  -0.52
C15 -2.4578 -2.6809 -0.4582  -0.46
Se2 -2.0182 -0.8293 -0.8989  0.98
C16 -1.3000 -1.1187 -2.6682  -0.39
H16 0.6430 -4.6084 1.9632  0.00
H17 2.2314 -4.1627 1.3472  0.01
H18 1.2733 -5.3622 0.5762  0.05
H19 -1.4389 -2.9992 1.4328  0.02
H20 -1.4666 -4.3718 0.4922  0.06
H21 -3.3790 -2.6322 0.1537  0.08
H22 -2.6411 -3.2032 -1.3843  0.07
H23 -2.1002 -1.0970 -3.4072  0.02
H24 -0.7840 -2.0810 -2.8268  0.04
H25 -0.5841 -0.3160 -2.7889  -0.02
C17 2.7592 0.3744 -2.9175  0.00
C18 2.1587 -0.1893 -1.7823  -0.15
N3 1.2503 0.5029 -1.1079  -0.04
C19 0.8322 1.7563 -1.5560  -0.03
C20 1.4086 2.3842 -2.6639  -0.19
C21 2.3908 1.6565 -3.3029  -0.01
C22 1.1792 3.7871 -3.1724  -0.02
C23 0.0413 4.3351 -3.6080  -0.02
C24 -1.2467 3.6662 -3.7707  -0.27
C25 -1.4194 2.3684 -4.2206  -0.01
C26 -2.7375 1.9488 -4.3691  -0.12
N4 -3.7718 2.6796 -3.9089  0.08
C27 -3.5143 3.9326 -3.4184  -0.18
N5 -2.3110 4.3991 -3.3374  0.12
H26 3.5159 -0.2036 -3.4783  0.13
H27 2.4448 -1.1699 -1.4016  0.07
H28 0.0395 2.2117 -0.9254  0.14
H29 2.8020 2.0700 -4.1553  0.11
H30 2.0553 4.4517 -3.0976  0.13
H31 -0.0402 5.4120 -3.7872  0.13
H32 -0.5773 1.8416 -4.6259  0.11
H33 -3.0278 1.1081 -4.9765  0.11
H34 -4.3689 4.5259 -3.0959  0.12